Record 1
Entry from the Open Molecules 2025 dataset: a molecular structure, C21H11Cl2N3O9Os (the ωB97M-V functional and the def2-TZVPD basis).

```
47
Properties=species:S:1:pos:R:3:forces:R:3:nbo_charge:R:1
Os -0.810410 -1.272729 -0.739362 -1.95 -2.21 0.44 1.396
Cl -0.506904 4.690329 10.343320 -0.01 1.53 2.29 0.219
Cl -3.674617 0.982064 7.411652 1.89 2.50 0.23 -0.189
O 1.386555 -0.985499 -5.151038 -0.34 -2.40 -0.32 -0.341
O 0.081340 -0.461153 -2.254620 0.65 -0.28 0.19 -0.741
O -1.977505 0.176183 -0.724578 -0.60 0.31 1.01 -0.659
O 1.472862 4.083624 8.300010 -2.19 -0.85 -0.36 -0.491
O -1.316523 3.803294 -6.677987 -0.54 -0.32 1.19 -0.400
O -2.819208 4.444524 -5.305758 -0.11 -0.82 1.46 -0.329
O 1.900043 0.640785 6.064948 -0.16 4.14 1.45 -0.493
O 2.508899 0.572244 -4.227593 1.21 -0.31 1.11 -0.349
O -2.997453 2.205788 -0.955791 3.56 -3.87 -1.90 -0.536
N 2.116584 -3.508966 0.341273 0.42 -0.52 -2.00 -0.335
N -1.910045 3.706554 -5.582464 2.33 0.15 -3.28 0.522
N 1.494086 -0.034495 -4.454950 -1.12 4.15 -1.96 0.537
C -1.327730 2.613149 -4.746711 0.43 -0.31 -0.27 0.009
C 1.185391 -5.481521 -2.294233 -0.07 0.03 -0.79 -0.154
C 0.370562 3.459123 8.176635 2.41 1.28 1.38 0.336
C -1.427617 1.406662 -2.697231 -1.33 0.01 1.87 -0.274
C -2.120605 2.382764 7.536480 1.34 -6.72 -0.62 0.187
C 1.413115 -4.993724 -4.595531 -1.24 -1.38 -0.66 -0.179
C 2.133605 -4.474901 -2.051618 0.23 -0.13 -0.44 -0.210
C -1.848828 2.457503 -3.512426 0.61 0.72 0.58 -0.117
C -0.880497 1.503244 7.191272 0.79 3.01 0.10 -0.172
C -0.406843 0.488593 -2.990250 0.25 2.93 -2.76 0.440
C -0.772442 3.773816 9.064372 -2.34 -3.04 -4.26 -0.088
C 2.809861 -3.793344 -3.068225 -0.43 0.55 0.57 -0.144
C 0.825128 -5.820752 -3.625733 1.23 2.18 1.59 -0.202
C -2.050333 3.111377 8.651645 0.37 1.07 3.31 -0.320
C 2.252115 -3.935776 -0.739716 -0.79 0.46 2.73 0.289
C -2.188020 1.331993 -1.406954 -2.33 2.63 1.22 0.768
C -0.214931 1.815052 -5.142620 -0.33 -1.02 1.98 -0.148
C 0.338160 2.232307 7.445382 -0.25 -3.29 -3.87 -0.190
C 1.831122 1.786943 6.543479 -6.97 -7.70 1.05 0.488
C 2.370446 -4.041518 -4.339733 0.27 0.76 -1.69 -0.216
C 0.265624 0.846314 -4.225488 -1.43 -0.87 0.81 -0.005
H -2.368562 3.339496 -3.126269 -0.74 -0.95 0.17 0.282
H -0.003497 -6.471360 -3.802328 -0.10 -0.45 -0.30 0.230
H 1.048833 -5.054409 -5.623233 0.14 -0.16 0.25 0.219
H -1.034864 0.414803 6.843355 0.54 2.28 0.14 0.285
H 0.683487 -5.881819 -1.425712 -0.08 -0.29 -0.08 0.229
H 2.536704 2.458384 6.522234 3.86 4.02 -0.18 0.144
H 2.621529 -3.429393 -5.231723 0.36 -0.35 1.03 0.241
H -1.848053 -2.834662 -0.212092 1.43 2.06 -0.40 -0.326
H 3.466792 -2.955796 -2.799888 -0.15 -0.52 -0.31 0.237
H -2.855601 2.758304 9.371740 0.72 1.77 -0.66 0.284
H 0.248257 1.946599 -6.075946 0.56 0.22 -1.02 0.266
```
Forces are in eV/Å.

- 2S+1 = 5
- <S²> = 6.086
- relative energy (zero: lowest compared OMol25 entry of this formula, charge and spin) (eV) = 9.033
- frontier orbital gap (alpha / beta) (eV) = 7.22 / 6.79
- HOMO energy (alpha / beta) (eV) = -9.4 / -9.7

Record 2
Entry from the Open Molecules 2025 dataset: a molecular structure, C21H12BBrClCuF13P (the ωB97M-V functional and the def2-TZVPD basis).

```
51
Properties=species:S:1:pos:R:3:forces:R:3:nbo_charge:R:1
Br -2.565231 -1.790472 0.294496 -0.09 -0.23 -0.04 -0.846
Cu -1.113407 0.053105 0.287280 -0.22 0.28 0.05 0.738
Cl -0.923113 2.221089 0.764952 0.09 -0.04 -0.07 -0.856
P -0.507137 0.222114 -2.452000 0.32 0.04 0.15 0.870
F -1.956375 -1.252860 -8.865988 -0.07 0.07 0.01 -0.334
F 3.120572 5.668792 -0.934959 0.01 0.00 -0.12 -0.328
F 3.519930 -0.421963 -0.286090 -0.02 -0.06 0.05 -0.589
F 3.043180 -1.101171 1.864438 -0.01 -0.03 -0.03 -0.572
F -3.956699 -0.775963 -8.182725 0.08 0.03 -0.05 -0.331
F 4.521153 -4.290021 -2.561156 -0.06 -0.08 -0.06 -0.326
F 2.773429 -2.566819 0.107111 0.04 0.03 0.06 -0.580
F 4.090337 5.128322 -2.788728 -0.06 0.05 0.04 -0.341
F 2.836776 -5.642108 -2.367483 0.08 0.06 -0.09 -0.330
F 2.311193 6.365154 -2.822361 0.09 -0.07 0.07 -0.340
F 3.418105 -4.895104 -4.318992 0.00 0.01 0.15 -0.350
F 1.334925 -0.776194 0.338921 0.09 -0.03 0.04 -0.590
F -2.634418 0.799498 -8.867249 -0.02 -0.10 0.01 -0.337
C -2.404161 -0.310256 -4.387623 -0.03 -0.02 -0.05 -0.193
C 2.030609 4.065893 -2.298061 0.05 -0.04 0.05 -0.185
C 3.274104 -4.539628 -3.007000 -0.04 0.01 0.05 0.978
C 2.873315 5.296360 -2.208237 -0.06 0.04 -0.01 0.979
C -0.333503 0.448592 -5.330175 0.02 0.01 0.05 -0.191
C 2.785304 -2.133324 -3.332486 -0.03 -0.02 0.01 -0.172
C 1.670467 1.776329 -1.662768 0.03 -0.01 0.06 -0.113
C -1.104174 0.145712 -4.204857 -0.10 0.02 0.07 -0.279
C 0.161995 2.860338 -3.186103 -0.02 0.00 -0.04 -0.221
C -0.847587 0.290482 -6.601248 -0.02 0.00 -0.02 -0.213
C 0.898687 4.030896 -3.097087 0.01 0.04 -0.02 -0.185
C -2.149765 -0.178384 -6.765950 -0.02 -0.01 -0.05 -0.117
C 1.963710 -1.030617 -3.207412 -0.02 -0.01 0.01 -0.209
C 1.142551 -3.484891 -2.208379 -0.08 -0.07 -0.03 -0.170
C 0.719434 -1.143448 -2.587214 0.00 -0.01 -0.11 -0.324
C -2.677282 -0.353528 -8.155168 0.02 0.01 0.03 0.969
C 0.548763 1.718051 -2.491421 -0.03 -0.04 -0.05 -0.326
C -2.930315 -0.479923 -5.664624 0.01 0.01 0.07 -0.208
C 2.362148 -3.365526 -2.845342 0.08 0.06 -0.07 -0.151
C 2.411854 2.940889 -1.575458 -0.04 -0.02 -0.01 -0.177
C 0.322825 -2.373299 -2.075807 -0.02 0.04 0.02 -0.121
B 2.671060 -1.228005 0.523048 0.03 0.08 -0.06 1.352
H 0.679600 0.809653 -5.203860 -0.01 -0.01 0.00 0.225
H -0.240490 0.523877 -7.467623 -0.02 -0.01 -0.01 0.215
H 3.762564 -2.035326 -3.788176 0.00 -0.01 0.00 0.211
H 0.836859 -4.431559 -1.785131 0.02 0.02 0.01 0.222
H -3.941197 -0.842616 -5.790910 0.01 0.00 -0.02 0.222
H 1.969260 0.918566 -1.070993 -0.03 0.04 -0.04 0.268
H -3.006927 -0.544261 -3.517429 0.01 -0.01 0.01 0.242
H -0.609835 -2.448068 -1.525725 0.01 -0.02 -0.03 0.251
H 0.589125 4.912053 -3.643015 0.00 -0.01 0.01 0.213
H -0.729825 2.851300 -3.802022 0.00 -0.03 0.00 0.210
H 3.277811 2.967216 -0.926106 0.00 0.01 -0.01 0.227
H 2.311921 -0.070166 -3.565143 -0.01 0.02 0.00 0.213
```
Forces are in eV/Å.

- charge = -2
- frontier orbital gap (eV) = 6.36
- HOMO energy (eV) = -2.3

Record 3
Entry from the Open Molecules 2025 dataset: a molecular structure, C21H12F12N2O2Tc (the ωB97M-V functional and the def2-TZVPD basis).

```
50
Properties=species:S:1:pos:R:3:forces:R:3:mulliken_charge:R:1
Tc 1.878031 0.004795 1.624838 -0.55 -0.27 -0.32 1.669
F 1.748561 5.247338 1.746178 0.00 0.12 -0.04 -0.195
F 2.019004 -3.670395 3.303049 0.06 -0.05 -0.03 -0.206
F 4.270250 3.309054 0.266124 0.08 0.06 0.00 -0.191
F 2.691446 -3.860834 0.527836 0.06 -0.07 0.00 -0.211
F 1.329108 3.647021 3.143970 -0.15 -0.06 0.07 -0.208
F 0.533840 -4.986140 2.439040 -0.07 -0.14 -0.04 -0.193
F 3.372862 4.114246 2.636196 0.08 -0.01 0.00 -0.182
F 2.897630 2.284117 -1.039314 -0.03 -0.24 -0.23 -0.193
F 0.748246 -4.519313 -0.176253 -0.08 -0.15 -0.04 -0.209
F 1.494112 -2.571630 -0.731672 0.01 0.15 -0.16 -0.184
F 2.707276 4.420099 -0.766422 0.04 0.16 -0.11 -0.205
F -0.077640 -3.291343 3.632461 -0.12 0.11 0.11 -0.224
O 2.173313 1.730275 1.469699 0.51 1.83 -0.44 -0.804
O 1.535809 -1.677264 1.795577 0.04 -1.50 0.23 -0.746
N 0.123183 -0.085059 0.398045 0.25 -0.28 0.26 -0.271
N -0.567197 2.949673 0.648274 -0.08 0.24 0.19 -0.513
C -0.808516 -1.010046 0.532220 -0.29 0.25 0.00 0.506
C -0.314269 0.987616 -3.127641 0.00 -0.19 0.01 -0.880
C -2.187335 -0.670009 0.132930 0.17 -0.14 -0.10 0.029
C -0.040357 2.228255 -0.685645 0.01 -0.14 0.02 1.073
C -3.206818 -1.543069 0.256424 -0.05 0.03 0.00 -1.183
C 3.040551 3.288295 -0.170857 -0.04 0.09 0.22 0.550
C 0.820944 -3.738483 2.763513 0.14 0.04 0.03 0.580
C -0.357391 3.177459 -4.391761 0.07 -0.05 0.03 -1.638
C -4.045019 -3.823939 0.892662 0.02 -0.02 -0.03 -1.482
C -0.064731 0.791115 -0.717630 0.04 0.27 0.06 0.325
C -0.186697 2.971988 -1.875799 -0.07 0.29 -0.03 -0.338
C -2.964486 -2.853886 0.743817 -0.02 -0.16 0.06 0.545
C -0.593138 -2.354986 1.099073 -0.03 0.12 0.14 -0.739
C 2.144200 4.068671 2.187183 -0.02 0.02 0.01 0.644
C 2.037304 3.052975 0.997127 -0.11 -0.48 0.33 1.332
C 1.464338 -3.498790 0.244714 0.17 0.06 0.16 0.530
C -0.281639 2.376681 -3.128085 0.03 0.13 -0.10 0.253
C -0.210637 0.212089 -1.954646 0.11 -0.20 -0.15 0.525
C 0.628990 3.009403 0.481063 0.06 -0.24 -0.02 -1.303
C -1.623862 -3.218609 1.135221 -0.24 -0.14 -0.01 -0.572
C 0.786430 -2.831447 1.482122 -0.01 0.48 -0.11 1.331
H -2.401988 0.349577 -0.153440 0.09 0.07 -0.04 0.592
H -0.167814 -0.867989 -2.037256 -0.03 0.03 -0.06 0.643
H -0.429700 0.468955 -4.073927 0.01 -0.04 0.03 0.509
H -4.198941 -4.022333 1.967980 0.05 0.04 0.04 0.408
H -0.692156 4.195646 -4.210147 -0.04 0.01 0.03 0.433
H -1.013562 2.706930 -5.121323 -0.06 -0.01 0.02 0.441
H -4.218832 -1.239802 0.018162 0.00 -0.03 0.02 0.493
H -0.237130 4.052983 -1.781176 -0.03 -0.01 0.00 0.591
H -4.987039 -3.501560 0.460615 -0.01 0.02 -0.02 0.414
H -1.458954 -4.238023 1.465020 -0.06 0.01 0.00 0.678
H -3.743335 -4.803368 0.500354 0.02 0.00 -0.02 0.428
H 0.633756 3.233063 -4.848494 0.04 0.00 0.02 0.351
```
Forces are in eV/Å.

- charge = +3
- frontier orbital gap (alpha / beta) (eV) = 5.50 / 5.50
- HOMO energy (alpha / beta) (eV) = -19.1 / -19.1

Record 4
Entry from the Open Molecules 2025 dataset: a molecular structure, C21H13AgBrNO4 (the ωB97M-V functional and the def2-TZVPD basis).

```
41
Properties=species:S:1:pos:R:3:forces:R:3:nbo_charge:R:1
Ag 0.814923 -0.191160 -0.082845 0.04 0.49 0.22 0.745
Br 4.590350 3.348087 -4.772776 0.00 0.01 0.00 -0.075
O -1.501277 -0.306729 -1.936654 -0.09 -0.09 0.04 -0.529
O 2.177462 -4.603572 0.894783 -0.05 -0.11 0.07 -0.781
O -2.479453 -1.641354 -3.434089 -0.07 -0.13 -0.02 -0.720
O 2.138313 -2.350768 0.826031 -0.19 0.00 -0.03 -0.709
N 0.010906 -2.496909 -0.996616 -0.19 -0.15 -0.13 -0.381
C -0.648387 -5.007986 -2.007320 0.01 -0.07 -0.01 -0.214
C -2.211804 1.383643 4.538454 0.03 0.01 -0.05 -0.218
C 3.585203 2.320198 -3.489259 -0.02 -0.04 0.01 -0.087
C -0.966835 1.321986 2.408847 -0.05 -0.04 -0.02 -0.284
C 2.090820 0.801641 -1.603313 -0.02 -0.02 0.01 -0.392
C 0.322766 -4.860148 -1.042609 0.01 0.01 0.01 -0.210
C -2.938154 3.474030 5.498208 -0.03 0.00 0.04 -0.280
C 2.724787 0.233258 -2.721779 -0.05 -0.08 0.07 -0.257
C -2.360808 4.142971 4.425894 0.01 0.04 -0.02 -0.223
C 2.272028 2.195531 -1.501893 -0.02 -0.06 -0.03 -0.252
C -0.408297 0.686648 1.518517 0.18 -0.21 -0.11 -0.379
C 0.637995 -3.584441 -0.558910 -0.03 -0.08 0.04 0.120
C -0.940599 -2.652772 -1.925964 0.06 -0.06 0.08 0.048
C 3.000093 2.958570 -2.412480 0.03 0.08 -0.02 -0.293
C -1.716269 3.444652 3.418706 0.00 -0.01 0.00 -0.218
C -1.303930 -3.876056 -2.470628 0.06 0.03 0.07 -0.233
C 3.459527 0.955402 -3.660597 0.06 0.03 -0.08 -0.293
C -2.855039 2.086461 5.542404 -0.01 -0.01 0.02 -0.223
C 1.761423 -3.485941 0.513159 0.26 0.11 -0.08 0.724
C -1.634868 -1.409164 -2.376562 0.12 0.28 -0.14 0.752
C -1.622767 2.041652 3.442174 -0.04 0.02 0.06 -0.067
H 2.652687 -0.841176 -2.877922 0.00 0.00 -0.01 0.189
H -3.295903 1.542462 6.371283 -0.01 0.02 0.01 0.190
H 3.109044 4.030537 -2.289130 -0.01 0.00 0.01 0.196
H -2.846802 -0.771914 -3.639670 0.02 0.06 0.03 0.488
H -2.145826 0.303964 4.576140 0.00 0.00 0.00 0.215
H -1.267237 3.970864 2.586193 0.00 0.00 0.00 0.214
H 1.816669 2.723262 -0.668408 0.00 0.01 0.00 0.199
H 0.881225 -5.679881 -0.612744 -0.04 -0.02 -0.04 0.250
H -2.411096 5.225559 4.371537 -0.01 0.00 0.01 0.190
H -0.903221 -5.985605 -2.401846 0.01 -0.01 0.01 0.194
H -2.073416 -3.935898 -3.225349 0.00 0.04 0.01 0.219
H -3.442657 4.023039 6.284995 0.00 0.00 0.00 0.187
H 3.928424 0.467056 -4.507962 -0.01 -0.01 0.01 0.196
```
Forces are in eV/Å.

- charge = -2
- relative energy (zero: lowest compared OMol25 entry of this formula, charge and spin) (eV) = 0.313
- frontier orbital gap (eV) = 5.33
- HOMO energy (eV) = -1.1

no.,electronic energy (a.u.)
1,-2658.698709
2,-7147.133868
3,-2345.363277
4,-3884.721158